[1]
Here is a cluster of 6 separate species, C44H39N7O12 in total from the Open Molecules 2025 dataset. Energies are from ωB97M-V/def2-TZVPD.

Computed properties:
E_tot (eV): -81245.9541
HOMO-LUMO gap (hartree): 0.28567
Multiplicity: 1

Atoms and positions in Å:
1 C 3.22 0.07 -0.54
2 C 3.69 1.28 -0.96
3 C 2.63 2.22 -1.45
4 C 1.45 2.18 -0.73
5 C 0.43 2.97 -1.15
6 C 0.57 3.79 -2.26
7 C 1.74 3.84 -2.94
8 C 2.79 3.05 -2.55
9 C 4.10 3.08 -3.30
10 C -0.75 4.52 -2.49
11 O -1.00 5.43 -3.24
12 N -1.63 3.92 -1.56
13 C -2.84 3.28 -2.08
14 C -2.57 1.99 -2.86
15 C -2.47 0.65 -2.17
16 N -2.41 2.01 -4.12
17 C -0.96 3.15 -0.58
18 O -1.42 2.78 0.47
19 H 2.61 -0.53 -1.20
20 H 3.41 -0.30 0.47
21 H 4.74 1.54 -0.90
22 H 1.32 1.56 0.14
23 H 1.82 4.49 -3.81
24 H 4.22 2.23 -3.96
25 H 4.90 3.08 -2.55
26 H 4.20 4.03 -3.82
27 H -3.44 3.96 -2.70
28 H -3.47 3.04 -1.22
29 H -3.49 0.29 -1.98
30 H -1.99 0.70 -1.19
31 H -2.02 -0.06 -2.84
32 H -2.53 2.97 -4.45
33 C -7.81 -2.99 -3.66
34 C -7.15 -4.21 -3.54
35 C -5.85 -4.25 -3.05
36 C -5.23 -3.07 -2.69
37 C -5.87 -1.85 -2.81
38 C -7.17 -1.81 -3.30
39 N -3.87 -3.11 -2.15
40 O -3.32 -4.19 -2.08
41 O -3.36 -2.06 -1.81
42 H -8.82 -2.97 -4.03
43 H -7.64 -5.13 -3.82
44 H -5.34 -5.19 -2.96
45 H -5.38 -0.93 -2.52
46 H -7.69 -0.87 -3.39
47 C -2.62 -5.84 2.05
48 C -2.56 -6.88 2.97
49 C -2.58 -8.19 2.53
50 C -2.65 -8.45 1.17
51 C -2.71 -7.42 0.24
52 C -2.70 -6.11 0.69
53 N -2.64 -9.84 0.70
54 O -2.61 -10.72 1.54
55 O -2.67 -10.03 -0.50
56 H -2.60 -4.81 2.39
57 H -2.50 -6.66 4.02
58 H -2.54 -9.00 3.24
59 H -2.77 -7.63 -0.82
60 H -2.74 -5.30 -0.03
61 C -3.05 -8.46 9.95
62 C -3.61 -9.36 9.06
63 C -4.00 -8.94 7.80
64 C -3.83 -7.61 7.45
65 C -3.29 -6.69 8.34
66 C -2.90 -7.12 9.59
67 N -4.23 -7.16 6.11
68 O -4.73 -7.98 5.37
69 O -4.04 -6.00 5.82
70 H -2.73 -8.79 10.93
71 H -3.73 -10.40 9.34
72 H -4.44 -9.64 7.10
73 H -3.17 -5.66 8.06
74 H -2.46 -6.42 10.29
75 C 1.05 7.26 2.17
76 C 1.25 5.89 2.06
77 C 2.44 5.41 1.52
78 C 3.40 6.31 1.10
79 C 3.20 7.68 1.20
80 C 2.02 8.15 1.74
81 N 4.64 5.79 0.54
82 O 4.75 4.58 0.46
83 O 5.49 6.58 0.19
84 H 0.12 7.63 2.60
85 H 0.50 5.19 2.39
86 H 2.60 4.35 1.43
87 H 3.96 8.38 0.86
88 H 1.85 9.22 1.82
89 C 7.86 6.39 -1.74
90 C 9.22 6.22 -1.97
91 C 9.72 6.25 -3.26
92 C 8.84 6.45 -4.31
93 C 7.48 6.62 -4.10
94 C 6.99 6.59 -2.81
95 N 9.36 6.50 -5.68
96 O 10.56 6.34 -5.84
97 O 8.58 6.72 -6.58
98 H 7.47 6.38 -0.73
99 H 9.89 6.07 -1.13
100 H 10.77 6.12 -3.44
101 H 6.81 6.77 -4.93
102 H 5.93 6.72 -2.62



[2]
Here is a structure of composition C44H40BrF4GaNOPTe2 from the Open Molecules 2025 dataset. Energies are from ωB97M-V/def2-TZVPD.

Computed properties:
E_tot (eV): -206969.2094
HOMO-LUMO gap (alpha / beta) (hartree): 0.28055 / 0.20942
Multiplicity: 2
Net charge: +1
⟨S²⟩: 0.759

Atoms and positions in Å:
1 Ga 2.35 0.91 -0.48
2 F -0.87 -5.33 2.63
3 C -0.19 -4.20 2.42
4 C 0.30 -3.49 3.56
5 F -0.01 -3.91 4.84
6 C 0.96 -2.27 3.39
7 F 1.14 -1.45 4.51
8 C 1.34 -1.83 2.09
9 P 2.12 -0.20 1.72
10 C 3.65 -0.63 2.61
11 C 4.65 -1.29 1.92
12 C 5.84 -1.61 2.53
13 C 6.05 -1.18 3.84
14 C 5.15 -0.39 4.51
15 C 3.87 -0.16 3.92
16 C 1.01 0.98 2.65
17 C -0.37 0.73 2.84
18 C -1.09 1.56 3.72
19 C -0.52 2.67 4.42
20 C 0.83 2.92 4.07
21 C 1.54 2.12 3.21
22 C 0.94 -2.64 0.98
23 Br 1.44 -2.19 -0.77
24 C 0.16 -3.77 1.16
25 F 0.10 -4.63 0.14
26 H 4.36 -1.57 0.89
27 H 6.50 -2.31 1.98
28 H 7.02 -1.38 4.36
29 H 5.40 -0.08 5.50
30 H 3.02 0.37 4.42
31 H -0.86 -0.08 2.28
32 H -2.15 1.34 3.78
33 H -0.96 3.24 5.25
34 H 1.37 3.76 4.42
35 H 2.57 2.26 2.92
36 Te 3.92 0.54 -2.56
37 C 5.84 0.69 -1.76
38 C 6.63 -0.42 -1.34
39 C 7.80 -0.25 -0.59
40 C 8.18 1.04 -0.22
41 C 7.41 2.14 -0.62
42 C 6.21 1.97 -1.37
43 H 6.10 -1.37 -1.51
44 H 8.40 -1.13 -0.28
45 H 9.08 1.12 0.35
46 H 7.66 3.18 -0.37
47 H 5.60 2.82 -1.70
48 C -0.13 3.95 -0.15
49 C 0.75 2.79 -0.38
50 O 1.97 2.86 0.15
51 N 0.52 1.69 -1.03
52 Te -2.07 1.53 -1.70
53 C -4.24 1.23 -1.40
54 C -5.11 1.03 -2.49
55 C -4.69 0.93 -3.90
56 C -6.49 0.96 -2.20
57 C -7.05 1.26 -0.95
58 C -8.56 1.37 -0.86
59 C -6.15 1.36 0.10
60 C -4.78 1.45 -0.11
61 C -3.95 1.92 1.06
62 C -1.83 -0.52 -2.56
63 C -2.13 -1.62 -1.76
64 C -2.71 -1.56 -0.33
65 C -1.95 -2.88 -2.33
66 C -1.63 -3.10 -3.69
67 C -1.65 -4.41 -4.43
68 C -1.23 -1.97 -4.42
69 C -1.32 -0.68 -3.86
70 C -0.69 0.54 -4.59
71 H 0.45 4.84 -0.31
72 H -0.37 3.94 0.95
73 H -1.00 3.98 -0.76
74 H -3.86 1.56 -4.22
75 H -5.51 1.04 -4.59
76 H -4.24 -0.03 -4.12
77 H -7.21 0.74 -3.02
78 H -9.07 0.62 -1.48
79 H -8.84 2.36 -1.26
80 H -8.87 1.22 0.19
81 H -6.41 1.41 1.15
82 H -4.62 1.95 1.99
83 H -3.62 2.96 0.81
84 H -3.10 1.28 1.38
85 H -2.02 -1.14 0.42
86 H -2.90 -2.61 0.11
87 H -3.67 -1.07 -0.36
88 H -2.08 -3.79 -1.74
89 H -0.92 -5.14 -4.14
90 H -1.58 -4.26 -5.51
91 H -2.59 -4.94 -4.22
92 H -0.82 -2.09 -5.41
93 H -0.08 0.20 -5.49
94 H 0.00 1.06 -3.95
95 H -1.51 1.19 -4.89



[3]
Here is a structure of composition C44H41N2O2S7Ti from the Open Molecules 2025 dataset. Energies are from ωB97M-V/def2-TZVPD.

Computed properties:
E_tot (eV): -152318.9883
HOMO-LUMO gap (alpha / beta) (hartree): 0.26239 / 0.18171
Multiplicity: 2
Net charge: +2
⟨S²⟩: 0.784
Energy relative to the best compared isomer or geometry (same formula, charge and spin) (kcal/mol): 2.1

Atoms and positions in Å:
1 Ti -0.36 0.72 1.30
2 C 0.31 -1.54 9.46
3 C 0.18 -0.92 8.11
4 C 0.09 -1.73 6.97
5 C -0.06 -1.17 5.71
6 C -0.11 0.21 5.60
7 C -0.04 1.04 6.71
8 C 0.12 0.46 7.96
9 S -0.38 1.03 4.07
10 O -0.44 -0.19 3.00
11 C 1.29 1.60 3.66
12 C 2.28 0.63 3.97
13 C 3.59 0.86 3.71
14 C 3.99 2.10 3.16
15 C 5.36 2.39 2.96
16 C 5.75 3.61 2.49
17 C 4.79 4.59 2.20
18 C 3.46 4.33 2.38
19 C 3.01 3.07 2.84
20 C 1.61 2.80 3.06
21 C 0.69 3.92 2.69
22 C 0.32 4.83 3.72
23 C 0.69 4.63 5.08
24 C 0.31 5.53 6.04
25 C -0.45 6.67 5.70
26 C -0.80 6.90 4.40
27 C -0.41 5.99 3.38
28 C -0.72 6.25 2.02
29 C -0.36 5.37 1.05
30 C 0.35 4.19 1.38
31 S 0.54 2.96 0.11
32 O -1.26 1.97 1.78
33 C 1.83 3.44 -1.02
34 C 2.61 4.57 -0.82
35 C 3.60 4.89 -1.74
36 C 3.81 4.09 -2.87
37 C 4.88 4.44 -3.86
38 C 3.00 2.98 -3.05
39 C 2.01 2.65 -2.14
40 H 0.93 -2.44 9.43
41 H -0.67 -1.84 9.84
42 H 0.75 -0.85 10.18
43 H 0.13 -2.80 7.07
44 H -0.14 -1.80 4.83
45 H -0.12 2.11 6.62
46 H 0.18 1.09 8.83
47 H 1.99 -0.31 4.43
48 H 4.34 0.13 3.96
49 H 6.09 1.64 3.23
50 H 6.80 3.83 2.36
51 H 5.10 5.56 1.85
52 H 2.74 5.12 2.20
53 H 1.29 3.78 5.36
54 H 0.60 5.37 7.07
55 H -0.75 7.37 6.47
56 H -1.37 7.77 4.13
57 H -1.26 7.15 1.77
58 H -0.62 5.55 0.01
59 H 2.46 5.21 0.04
60 H 4.19 5.77 -1.59
61 H 5.32 5.41 -3.65
62 H 4.48 4.46 -4.87
63 H 5.68 3.70 -3.85
64 H 3.14 2.36 -3.93
65 H 1.39 1.78 -2.32
66 C 5.37 0.91 -0.25
67 S 4.96 -0.70 -0.96
68 C 4.10 -1.55 0.29
69 C 2.82 -1.22 0.83
70 S 1.97 0.13 0.32
71 S 2.22 -2.34 1.98
72 C 3.51 -3.52 1.92
73 S 3.56 -4.88 2.78
74 S 4.78 -3.00 0.83
75 H 5.92 1.41 -1.04
76 H 6.01 0.79 0.62
77 H 4.49 1.50 -0.01
78 C -1.21 -1.12 -0.87
79 C -2.33 -1.72 -1.77
80 N -3.60 -1.09 -1.49
81 C -3.95 -1.29 -0.10
82 C -2.89 -0.64 0.84
83 N -1.80 -0.05 -0.01
84 C -2.41 1.00 -0.90
85 C -3.51 0.33 -1.77
86 H -0.41 -0.67 -1.47
87 H -0.77 -1.88 -0.21
88 H -2.42 -2.79 -1.59
89 H -2.08 -1.57 -2.82
90 H -4.02 -2.36 0.09
91 H -4.93 -0.86 0.09
92 H -2.44 -1.37 1.51
93 H -3.31 0.17 1.44
94 H -1.60 1.43 -1.50
95 H -2.80 1.79 -0.24
96 H -3.29 0.47 -2.83
97 H -4.48 0.79 -1.56



[4]
Here is a structure of composition C44H41N3ORuS2Te from the Open Molecules 2025 dataset. Energies are from ωB97M-V/def2-TZVPD.

Computed properties:
E_tot (eV): -84349.4421
HOMO-LUMO gap (alpha / beta) (hartree): 0.27296 / 0.20549
Multiplicity: 6
Net charge: +1
⟨S²⟩: 8.794
Energy relative to the best compared isomer or geometry (same formula, charge and spin) (kcal/mol): 14.5

Atoms and positions in Å:
1 Ru -0.89 -0.06 1.99
2 C -0.49 -0.98 5.25
3 C -1.68 -0.10 5.08
4 C -2.48 0.15 6.21
5 C -3.58 0.95 6.11
6 C -3.89 1.53 4.87
7 C -5.01 2.37 4.71
8 C -5.30 2.93 3.49
9 C -4.45 2.69 2.41
10 C -3.34 1.88 2.53
11 S -2.35 1.62 1.13
12 C -3.03 1.25 3.77
13 N -1.95 0.42 3.88
14 H -0.46 -1.37 6.26
15 H 0.43 -0.42 5.07
16 H -0.53 -1.82 4.55
17 H -2.20 -0.29 7.15
18 H -4.22 1.14 6.96
19 H -5.64 2.55 5.57
20 H -6.16 3.56 3.36
21 H -4.66 3.14 1.45
22 S 3.41 -1.00 3.16
23 C 2.57 -2.49 3.07
24 C 1.25 -2.34 2.77
25 C 0.85 -0.99 2.59
26 C 1.94 -0.15 2.78
27 C 1.89 1.29 2.67
28 C 2.94 2.13 3.04
29 C 2.78 3.50 2.88
30 C 1.59 3.98 2.36
31 C 0.59 3.08 2.03
32 N 0.73 1.78 2.19
33 H 3.11 -3.40 3.25
34 H 0.59 -3.19 2.69
35 H 3.84 1.72 3.46
36 H 3.57 4.17 3.17
37 H 1.44 5.04 2.21
38 H -0.36 3.41 1.62
39 C 4.22 3.38 -6.23
40 C 3.38 2.72 -5.19
41 C 2.08 3.15 -4.92
42 C 1.29 2.52 -3.97
43 C -0.09 3.00 -3.67
44 C 1.81 1.42 -3.30
45 Te 0.55 0.42 -1.79
46 N -0.51 -0.54 0.15
47 C -1.57 -0.92 -0.52
48 O -1.69 -0.74 -1.75
49 C -2.66 -1.48 0.34
50 C -2.29 -2.24 1.47
51 C -3.26 -2.55 2.42
52 C -4.56 -2.11 2.25
53 C -4.92 -1.39 1.13
54 C -3.97 -1.07 0.17
55 C 0.90 -1.52 -2.61
56 C 1.50 -2.53 -1.88
57 C 2.06 -2.33 -0.50
58 C 1.60 -3.80 -2.45
59 C 1.12 -4.07 -3.72
60 C 1.23 -5.43 -4.32
61 C 0.52 -3.03 -4.43
62 C 0.39 -1.76 -3.90
63 C -0.31 -0.69 -4.68
64 C 3.13 1.01 -3.48
65 C 3.74 -0.06 -2.64
66 C 3.89 1.66 -4.45
67 H 3.68 4.16 -6.75
68 H 4.56 2.64 -6.97
69 H 5.11 3.81 -5.78
70 H 1.69 4.00 -5.46
71 H -0.35 3.87 -4.26
72 H -0.16 3.26 -2.61
73 H -0.82 2.22 -3.87
74 H -1.32 -2.74 1.48
75 H -3.00 -3.15 3.28
76 H -5.31 -2.35 3.00
77 H -5.94 -1.06 1.00
78 H -4.22 -0.47 -0.70
79 H 1.75 -1.37 -0.09
80 H 3.14 -2.39 -0.52
81 H 1.70 -3.12 0.16
82 H 2.07 -4.59 -1.88
83 H 1.78 -6.10 -3.67
84 H 1.72 -5.39 -5.29
85 H 0.23 -5.85 -4.48
86 H 0.12 -3.23 -5.41
87 H -0.81 -1.11 -5.54
88 H 0.40 0.06 -5.03
89 H -1.05 -0.21 -4.04
90 H 3.18 -0.15 -1.71
91 H 4.78 0.19 -2.41
92 H 3.73 -1.02 -3.16
93 H 4.91 1.34 -4.60



[5]
Here is a structure of composition C44H42AsBiN2O2Se2Si from the Open Molecules 2025 dataset. Energies are from ωB97M-V/def2-TZVPD.

Computed properties:
E_tot (eV): -258622.8395
HOMO-LUMO gap (hartree): 0.27372
Multiplicity: 1
Net charge: +2
Energy relative to the best compared isomer or geometry (same formula, charge and spin) (kcal/mol): 0.0

Atoms and positions in Å:
1 Bi 0.80 -0.43 1.52
2 Se 4.10 0.23 3.21
3 Se 2.30 1.69 3.50
4 C 1.21 0.75 4.80
5 C 1.60 0.71 6.13
6 C 0.73 0.12 7.04
7 C -0.48 -0.38 6.59
8 C -0.78 -0.28 5.25
9 N 0.05 0.28 4.35
10 C 4.08 -0.01 1.30
11 C 5.32 0.07 0.69
12 C 5.43 -0.22 -0.66
13 C 4.29 -0.55 -1.38
14 C 3.08 -0.58 -0.72
15 N 2.98 -0.32 0.60
16 H 2.55 1.13 6.45
17 H 1.00 0.06 8.09
18 H -1.18 -0.84 7.28
19 H -1.72 -0.66 4.86
20 H 6.18 0.35 1.27
21 H 6.40 -0.17 -1.15
22 H 4.33 -0.79 -2.44
23 H 2.16 -0.81 -1.25
24 C -2.98 -2.33 -0.43
25 C -1.81 -3.32 -0.37
26 C -1.50 -3.69 1.09
27 C -2.16 -4.59 -1.16
28 Si -0.30 -2.50 -1.10
29 O 0.01 -1.09 -0.23
30 C -0.53 -1.89 -2.85
31 C -0.72 -2.74 -3.95
32 C -0.89 -2.24 -5.24
33 C -0.87 -0.87 -5.45
34 C -0.69 0.00 -4.38
35 C -0.53 -0.52 -3.09
36 C 1.17 -3.65 -0.93
37 C 2.05 -3.59 0.15
38 C 3.15 -4.44 0.27
39 C 3.38 -5.40 -0.71
40 C 2.51 -5.50 -1.79
41 C 1.43 -4.64 -1.90
42 H -3.86 -2.77 0.05
43 H -3.25 -2.09 -1.46
44 H -2.75 -1.40 0.08
45 H -2.37 -4.18 1.54
46 H -1.29 -2.80 1.70
47 H -0.65 -4.37 1.17
48 H -3.04 -5.07 -0.72
49 H -1.34 -5.32 -1.14
50 H -2.40 -4.36 -2.21
51 H -0.76 -3.82 -3.82
52 H -1.04 -2.91 -6.07
53 H -0.99 -0.47 -6.45
54 H -0.69 1.07 -4.54
55 H -0.41 0.16 -2.26
56 H 1.88 -2.89 0.97
57 H 3.80 -4.37 1.13
58 H 4.23 -6.06 -0.63
59 H 2.68 -6.26 -2.54
60 H 0.77 -4.75 -2.76
61 O 0.53 1.51 0.74
62 As -0.62 2.64 0.15
63 C 0.12 3.33 -1.44
64 C -0.48 4.41 -2.08
65 C 0.08 4.90 -3.25
66 C 1.23 4.30 -3.77
67 C 1.82 3.22 -3.12
68 C 1.26 2.73 -1.95
69 C -0.79 3.92 1.54
70 C -0.92 3.43 2.84
71 C -1.05 4.32 3.90
72 C -1.04 5.70 3.66
73 C -0.90 6.18 2.36
74 C -0.77 5.29 1.30
75 C -2.32 1.87 -0.21
76 C -3.22 1.67 0.83
77 C -4.49 1.20 0.53
78 C -4.85 0.96 -0.79
79 C -3.95 1.17 -1.82
80 C -2.67 1.63 -1.53
81 H -1.40 4.85 -1.71
82 H -0.37 5.73 -3.76
83 H 1.67 4.69 -4.68
84 H 2.71 2.76 -3.54
85 H 1.72 1.90 -1.43
86 H -0.92 2.37 3.04
87 H -1.16 3.95 4.91
88 H -1.14 6.39 4.48
89 H -0.88 7.24 2.18
90 H -0.64 5.68 0.30
91 H -2.96 1.89 1.86
92 H -5.21 1.05 1.33
93 H -5.85 0.60 -1.01
94 H -4.23 0.98 -2.85
95 H -1.97 1.81 -2.34



- Which value of multiplicity does entry 4 give?
  6



- What is the E_tot in the fourth record?
  -84349.4421 eV